(1)
ORCA calculation (ωB97M-V/def2-TZVPD) on a 2-piece molecular cluster, C4H3NO3 overall.

XYZ file:
```
11
Properties=species:S:1:pos:R:3:forces:R:3
C 1.68783 1.04247 -0.71230 -3.7 -2.6 2.6
C 0.92553 -2.24202 0.20933 0.5 -0.9 0.8
C -0.30169 0.28522 0.56233 -0.7 0.7 1.8
C -1.56187 0.35601 -0.22679 2.7 0.3 -3.8
N 0.86306 0.38945 -0.13418 1.2 0.5 -1.2
O 2.54850 1.53376 -1.23358 3.7 2.4 -2.5
O 1.54522 -2.61048 1.08219 -0.5 0.4 -0.8
O -0.25453 0.19723 1.76661 -0.3 -0.3 -0.3
H -2.33372 0.00664 0.31957 -2.6 -0.9 1.9
H -1.41140 -0.41893 -1.12206 -0.5 2.2 1.4
H -1.70692 1.46065 -0.51111 0.1 -1.8 -0.1
```
Positions in Å, forces in eV/Å.

Lowest unoccupied orbital energy = 0.0195 Ha
Kohn-Sham gap = 11.19 eV
Calculated total energy = -434.67641 a.u.
Energy above the lowest of the compared OMol25 structures with the same formula, charge and spin = 1.386 eV
Spin multiplicity = 1

What are the Mulliken partial charges on each atom? They are as follows, in elementary charge units:
1. C 0.4735
2. C 0.1383
3. C 0.6127
4. C -0.9856
5. N -0.1156
6. O -0.3529
7. O -0.1642
8. O -0.5172
9. H 0.3758
10. H 0.2550
11. H 0.2803

***

(2)
ORCA calculation (ωB97M-V/def2-TZVPD) on a 2-piece molecular cluster, C4H3NO3S overall.

XYZ file:
```
12
Properties=species:S:1:pos:R:3:forces:R:3
C 1.31649 -0.50891 1.51523 0.0 2.6 1.0
C 0.91886 -0.31453 0.27188 -1.7 -0.8 -1.9
N 0.86728 0.87810 -0.51745 0.2 -0.2 0.4
O 0.76469 2.20170 0.32142 1.1 0.3 0.9
C -0.16083 1.84812 -0.49777 2.3 -1.5 0.9
O -1.14156 2.22292 -0.94834 -3.2 0.8 -1.5
H 1.48364 0.34537 2.28386 0.0 -1.5 -1.8
H 1.39955 -1.50382 1.84721 -0.1 -1.0 0.5
H 0.44640 -1.14219 -0.41134 1.6 1.4 1.4
O -1.65839 -1.48408 -2.52498 -0.3 0.0 -0.1
C -1.97788 -1.35908 -1.42475 0.5 0.0 -0.6
S -2.25827 -1.18361 0.08502 -0.6 0.0 0.7
```
Positions in Å, forces in eV/Å.

Lowest unoccupied orbital energy = 0.0154 Ha
Kohn-Sham gap = 10.30 eV
Calculated total energy = -832.77321 a.u.
Energy above the lowest of the compared OMol25 structures with the same formula, charge and spin = 2.681 eV
SMILES string = C=CN1OC1=O.O=C=S
Spin multiplicity = 1

What are the Mulliken partial charges on each atom? They are as follows, in elementary charge units:
1. C -0.7133
2. C 0.0143
3. N -0.1509
4. O -0.3472
5. C 0.7572
6. O -0.3948
7. H 0.2055
8. H 0.3064
9. H 0.2836
10. O -0.3379
11. C 0.6574
12. S -0.2802

***

(3)
ORCA calculation (ωB97M-V/def2-TZVPD) on C4H3NO5S as an isolated structure.

XYZ file:
```
14
Properties=species:S:1:pos:R:3:forces:R:3
C 0.65056 -0.35025 3.57796 0.2 -0.7 0.0
C -1.43194 -0.75678 0.33762 -0.6 -0.5 0.1
C -3.00965 0.35195 -1.39207 -0.8 -0.3 0.2
C -0.33267 -0.10981 -0.40503 0.8 -1.2 0.5
N 1.27865 -0.11262 2.61014 0.5 0.6 -1.0
O 0.11833 -0.66815 4.58181 -0.9 0.0 1.4
O -3.52642 -0.32738 -2.24659 0.0 -1.3 -0.8
O -2.93581 1.53580 -1.21333 0.8 1.8 0.6
O 2.50670 -0.33508 -0.84827 -0.9 0.3 0.4
O -2.60484 -0.49271 -0.13470 0.1 -0.4 0.2
S 1.26539 -0.99545 -0.16046 -0.1 -1.0 -0.4
H -0.59410 0.14610 -1.38156 -0.1 0.3 -2.0
H -0.28516 0.76820 0.15923 0.3 2.0 0.9
H 1.13153 -0.59194 1.49755 0.7 0.4 -0.2
```
Positions in Å, forces in eV/Å.

Lowest unoccupied orbital energy = 0.2172 Ha
Kohn-Sham gap = 6.18 eV
Calculated total energy = -983.29862 a.u.
Energy above the lowest of the compared OMol25 structures with the same formula, charge and spin = 0.000 eV
Spin multiplicity = 1
Charge = -2

What are the Mulliken partial charges on each atom? They are as follows, in elementary charge units:
1. C 0.5288
2. C -0.3908
3. C 0.5414
4. C -0.6432
5. N -0.4875
6. O -0.6053
7. O -0.6476
8. O -0.5927
9. O -0.7168
10. O -0.0608
11. S -0.0364
12. H 0.4801
13. H 0.3696
14. H 0.2612